# 1
{
  "formula": "C42H33N4O6PSTi",
  "method": "the ωB97M-V functional and the def2-TZVPD basis",
  "symbols": ["Ti", "C", "O", "C", "N", "C", "C", "C", "C", "C", "C", "C", "C", "C", "C", "C", "C", "N", "C", "N", "C", "C", "O", "C", "C", "C", "C", "C", "C", "H", "H", "H", "H", "H", "H", "H", "H", "H", "H", "H", "H", "H", "H", "H", "H", "H", "H", "H", "O", "S", "O", "O", "C", "C", "C", "C", "C", "C", "P", "C", "C", "C", "C", "C", "C", "C", "C", "C", "C", "C", "C", "H", "H", "H", "H", "H", "H", "H", "H", "H", "H", "H", "H", "H", "H", "O", "C", "N"],
  "positions_angstrom": [[0.236, 0.636, 1.250], [2.092, -0.258, 5.112], [1.496, 1.059, 5.156], [1.081, 1.321, 3.916], [1.373, 0.452, 2.984], [2.146, -0.630, 3.609], [3.557, -0.722, 3.082], [4.214, 0.395, 2.584], [5.527, 0.295, 2.146], [6.191, -0.921, 2.206], [5.539, -2.039, 2.707], [4.227, -1.938, 3.140], [0.355, 2.461, 3.528], [-0.003, 3.525, 4.344], [-0.634, 4.622, 3.801], [-0.874, 4.612, 2.420], [-0.540, 3.518, 1.667], [0.039, 2.379, 2.180], [-0.797, 3.400, 0.271], [-0.493, 2.331, -0.390], [-1.099, 2.548, -1.736], [-1.307, 4.063, -1.765], [-1.405, 4.410, -0.375], [-0.352, 2.071, -2.952], [-0.946, 2.281, -4.199], [-0.337, 1.833, -5.357], [0.879, 1.160, -5.287], [1.483, 0.970, -4.056], [0.874, 1.432, -2.891], [1.461, -0.932, 5.688], [3.079, -0.197, 5.562], [1.645, -1.582, 3.437], [3.689, 1.340, 2.511], [6.027, 1.166, 1.745], [7.212, -1.000, 1.855], [6.047, -2.994, 2.744], [3.708, -2.817, 3.505], [0.244, 3.462, 5.396], [-0.920, 5.468, 4.408], [-1.334, 5.453, 1.919], [-2.077, 2.059, -1.725], [-2.220, 4.375, -2.266], [-0.447, 4.581, -2.196], [-1.910, 2.776, -4.260], [-0.811, 2.001, -6.315], [1.352, 0.796, -6.190], [2.434, 0.458, -3.989], [1.356, 1.298, -1.936], [1.124, -1.493, 1.038], [2.020, -1.107, -0.076], [3.374, -1.547, -0.006], [1.836, 0.374, -0.163], [1.337, -1.818, -1.558], [2.236, -2.421, -2.427], [1.773, -3.045, -3.574], [0.410, -3.099, -3.825], [-0.483, -2.508, -2.945], [-0.038, -1.832, -1.813], [-1.182, -1.036, -0.620], [-2.580, -0.356, -1.568], [-2.656, -0.157, -2.939], [-3.774, 0.458, -3.493], [-4.815, 0.884, -2.684], [-4.740, 0.698, -1.307], [-3.631, 0.084, -0.753], [-1.981, -2.525, 0.103], [-3.031, -3.157, -0.565], [-3.604, -4.308, -0.048], [-3.136, -4.840, 1.146], [-2.097, -4.215, 1.818], [-1.520, -3.064, 1.301], [3.289, -2.406, -2.185], [2.475, -3.508, -4.255], [0.036, -3.612, -4.702], [-1.545, -2.588, -3.137], [-1.836, -0.441, -3.586], [-3.820, 0.608, -4.565], [-5.683, 1.361, -3.121], [-5.544, 1.036, -0.666], [-3.564, -0.050, 0.322], [-3.417, -2.741, -1.487], [-4.420, -4.785, -0.574], [-3.587, -5.735, 1.554], [-1.736, -4.618, 2.755], [-0.713, -2.580, 1.831], [-2.464, -0.613, 4.282], [-1.937, -0.293, 3.272], [-1.431, 0.020, 2.236]],
  "spin_multiplicity": 1,
  "charge": 0,
  "homo_energy_ha": [-0.2206, -0.2224],
  "lumo_ha": [-0.003, -0.001],
  "relative_energy_kcal_mol": 0.0,
  "homo_lumo_gap_ev": [5.9, 6.0]
}


# 2
{
  "formula": "C42H34BrI2N4O5TeTl",
  "method": "the ωB97M-V functional and the def2-TZVPD basis",
  "symbols": ["Tl", "C", "C", "N", "C", "C", "C", "O", "C", "C", "N", "C", "C", "C", "C", "C", "C", "I", "C", "O", "H", "H", "H", "H", "H", "H", "H", "H", "H", "H", "H", "H", "O", "C", "C", "C", "C", "C", "C", "C", "O", "N", "N", "C", "C", "C", "C", "C", "C", "C", "O", "H", "H", "H", "H", "H", "H", "H", "H", "H", "H", "Br", "C", "C", "C", "C", "C", "C", "I", "H", "H", "H", "H", "C", "Te", "C", "C", "C", "C", "C", "C", "C", "H", "H", "H", "H", "H", "H", "H", "H"],
  "positions_angstrom": [[0.228, -1.442, 2.702], [-3.048, -3.286, 6.701], [-3.550, -2.238, 5.729], [-4.800, -1.997, 5.787], [-5.318, -0.989, 4.996], [-4.548, -0.113, 4.252], [-5.260, 1.020, 3.552], [-4.360, 1.806, 2.787], [-3.120, -0.319, 4.264], [-2.143, 0.596, 3.754], [-1.099, 1.019, 4.400], [-0.431, 2.208, 4.120], [-0.873, 3.245, 3.257], [-0.421, 4.565, 3.416], [0.460, 4.823, 4.519], [1.015, 3.786, 5.295], [0.653, 2.443, 5.005], [1.742, 0.887, 5.720], [-2.580, -1.498, 4.859], [-1.433, -2.019, 4.533], [-2.463, -2.775, 7.487], [-2.559, -4.145, 6.208], [-3.961, -3.732, 7.204], [-6.347, -0.907, 5.041], [-5.806, 1.706, 4.249], [-6.030, 0.584, 2.932], [-4.276, 2.671, 3.218], [-2.301, 0.882, 2.719], [-1.506, 3.010, 2.413], [-0.756, 5.368, 2.767], [0.586, 5.852, 4.905], [1.543, 3.939, 6.234], [-2.899, -1.903, -2.892], [-2.959, -0.568, -2.682], [-3.548, 0.284, -3.638], [-3.823, 1.661, -3.295], [-3.117, 2.242, -2.174], [-2.510, 1.388, -1.252], [-2.386, -0.043, -1.454], [-1.512, -0.800, -0.509], [-0.936, -0.308, 0.454], [-1.566, -2.132, -0.806], [-0.927, -2.941, 0.014], [-0.819, -4.192, -0.399], [0.175, -5.028, 0.199], [0.681, -6.121, -0.513], [1.646, -6.899, 0.144], [2.265, -6.527, 1.323], [1.894, -5.426, 1.975], [0.702, -4.687, 1.558], [0.107, -3.807, 2.242], [-2.403, -2.239, -1.991], [-3.848, -0.249, -4.563], [-4.439, 2.270, -3.976], [-3.094, 3.359, -2.081], [-2.213, 1.656, -0.267], [-1.221, -4.561, -1.380], [0.365, -6.404, -1.504], [1.924, -7.802, -0.385], [3.089, -7.093, 1.725], [2.506, -4.979, 2.659], [6.815, -4.214, -5.533], [5.141, -3.279, -5.567], [4.631, -3.019, -6.853], [3.589, -2.112, -7.008], [2.985, -1.596, -5.846], [3.444, -1.942, -4.565], [4.566, -2.760, -4.410], [5.448, -2.879, -2.524], [5.172, -3.563, -7.648], [3.302, -1.854, -8.067], [2.171, -0.856, -5.925], [2.882, -1.722, -3.653], [4.376, 2.931, -2.616], [2.611, 1.587, -2.006], [1.666, 3.724, -1.685], [2.505, 4.621, -2.578], [1.921, 5.716, -3.179], [2.482, 6.336, -4.281], [3.611, 5.824, -4.843], [4.298, 4.799, -4.259], [3.777, 4.105, -3.152], [4.880, 2.235, -3.296], [4.819, 2.977, -1.613], [1.566, 3.897, -0.602], [0.634, 3.753, -2.044], [1.080, 6.180, -2.687], [1.949, 7.168, -4.734], [4.087, 6.341, -5.677], [5.218, 4.503, -4.705]],
  "spin_multiplicity": 1,
  "charge": -2,
  "homo_energy_ha": -0.0405,
  "lumo_ha": 0.112,
  "relative_energy_kcal_mol": 39.9,
  "homo_lumo_gap_ev": 4.1
}


# 3
{
  "formula": "C42H34Cl3N15O5SiW",
  "method": "the ωB97M-V functional and the def2-TZVPD basis",
  "symbols": ["W", "C", "O", "C", "C", "C", "C", "C", "C", "N", "N", "C", "O", "C", "C", "C", "C", "C", "C", "C", "O", "H", "H", "H", "H", "H", "H", "H", "H", "H", "H", "H", "H", "C", "N", "C", "N", "C", "N", "C", "C", "C", "C", "C", "C", "C", "N", "N", "C", "O", "C", "C", "C", "C", "C", "C", "N", "C", "N", "C", "N", "C", "H", "H", "H", "H", "H", "H", "H", "H", "H", "H", "H", "H", "H", "H", "H", "H", "Cl", "Si", "Cl", "Cl", "C", "N", "C", "C", "N", "C", "H", "H", "H", "H", "H", "H", "O", "N", "C", "C", "N", "C", "N"],
  "positions_angstrom": [[0.226, -0.091, -0.547], [-3.470, -2.820, -2.202], [-2.313, -3.633, -2.399], [-1.508, -3.827, -1.299], [-1.242, -5.124, -0.898], [-0.378, -5.378, 0.158], [0.238, -4.323, 0.808], [-0.005, -3.018, 0.394], [0.733, -1.899, 1.043], [1.742, -1.280, 0.461], [2.577, -0.584, 1.323], [2.185, 0.638, 1.451], [1.065, 1.046, 0.895], [2.960, 1.614, 2.235], [4.273, 1.333, 2.603], [4.995, 2.260, 3.334], [4.409, 3.464, 3.705], [3.099, 3.740, 3.339], [2.372, 2.819, 2.600], [-0.904, -2.753, -0.636], [-1.149, -1.484, -0.999], [-4.290, -3.290, -2.744], [-3.305, -1.821, -2.605], [-3.726, -2.747, -1.144], [-1.730, -5.930, -1.431], [-0.185, -6.396, 0.467], [0.927, -4.502, 1.625], [0.639, -1.781, 2.123], [4.714, 0.393, 2.301], [6.019, 2.046, 3.613], [4.976, 4.186, 4.278], [2.644, 4.678, 3.632], [1.350, 3.016, 2.304], [-4.162, 2.136, -3.153], [-2.780, 1.828, -2.844], [-2.300, 0.841, -2.109], [-0.983, 0.977, -2.000], [-0.713, 2.112, -2.726], [-1.777, 2.643, -3.255], [-4.550, 1.827, -4.581], [-5.804, 2.216, -5.043], [-6.177, 1.966, -6.355], [-5.309, 1.322, -7.223], [-4.062, 0.925, -6.760], [-3.684, 1.181, -5.443], [-3.116, 0.242, -7.636], [-3.041, 0.207, -8.922], [-1.937, -0.570, -9.231], [-1.427, -0.945, -8.109], [-2.125, -0.470, -7.051], [-0.261, -1.773, -7.821], [0.778, -1.905, -8.736], [1.886, -2.665, -8.401], [1.964, -3.290, -7.161], [0.920, -3.173, -6.253], [0.974, -3.831, -4.897], [1.273, -2.881, -3.828], [0.456, -2.020, -3.230], [1.116, -1.383, -2.281], [2.374, -1.907, -2.348], [2.504, -2.817, -3.279], [-0.191, -2.418, -6.592], [-4.297, 3.200, -2.955], [-4.783, 1.584, -2.447], [-2.890, 0.070, -1.645], [0.279, 2.501, -2.849], [-6.489, 2.726, -4.376], [-7.153, 2.277, -6.703], [-5.583, 1.123, -8.250], [-2.695, 0.890, -5.115], [0.712, -1.401, -9.691], [2.702, -2.763, -9.103], [2.842, -3.868, -6.899], [1.756, -4.584, -4.853], [0.022, -4.304, -4.657], [-0.594, -1.919, -3.449], [3.170, -1.620, -1.684], [-1.020, -2.331, -5.899], [-2.763, -1.291, 1.740], [-1.614, 0.393, 1.253], [-1.029, 1.081, 3.123], [-3.111, 1.789, 0.721], [-0.025, 6.231, 2.295], [0.204, 5.295, 1.214], [1.304, 5.247, 0.396], [1.090, 4.200, -0.452], [-0.118, 3.607, -0.177], [-0.617, 4.286, 0.825], [-0.029, 7.254, 1.922], [0.747, 6.133, 3.058], [-0.990, 6.020, 2.749], [2.122, 5.939, 0.498], [1.734, 3.831, -1.232], [-1.560, 4.093, 1.313], [1.610, 1.137, -1.613], [2.871, 0.998, -1.313], [3.673, 1.267, -2.292], [3.152, 1.586, -3.597], [2.666, 1.803, -4.615], [5.085, 1.173, -2.064], [6.220, 1.106, -1.903]],
  "s_squared": 2.03,
  "spin_multiplicity": 3,
  "charge": 0,
  "homo_energy_ha": [-0.2972, -0.3136],
  "lumo_ha": [-0.006, -0.051],
  "relative_energy_kcal_mol": 30.2,
  "homo_lumo_gap_ev": [7.9, 7.1]
}


# 4
{
  "formula": "C42H34N3O4PdTe",
  "method": "the ωB97M-V functional and the def2-TZVPD basis",
  "symbols": ["Pd", "O", "C", "O", "C", "C", "C", "C", "C", "C", "N", "C", "C", "C", "C", "C", "C", "N", "H", "H", "H", "H", "H", "H", "H", "H", "H", "H", "C", "C", "C", "C", "C", "O", "C", "C", "C", "C", "C", "C", "C", "O", "C", "C", "C", "N", "C", "C", "Te", "C", "C", "C", "C", "C", "C", "C", "C", "C", "C", "C", "C", "H", "H", "H", "H", "H", "H", "H", "H", "H", "H", "H", "H", "H", "H", "H", "H", "H", "H", "H", "H", "H", "H", "H", "H"],
  "positions_angstrom": [[-0.101, -1.017, -1.202], [7.412, 0.057, -2.840], [7.004, -1.228, -2.896], [7.767, -2.095, -3.201], [5.565, -1.503, -2.560], [4.775, -0.643, -1.805], [3.458, -0.962, -1.514], [2.937, -2.167, -1.969], [3.715, -3.029, -2.740], [5.027, -2.697, -3.022], [1.587, -2.473, -1.663], [1.250, -3.663, -1.394], [-0.158, -4.005, -1.167], [-0.548, -5.311, -0.933], [-1.894, -5.585, -0.748], [-2.802, -4.544, -0.808], [-2.332, -3.261, -1.044], [-1.042, -2.995, -1.222], [6.666, 0.653, -2.698], [5.181, 0.275, -1.397], [2.845, -0.316, -0.900], [3.290, -3.938, -3.144], [5.653, -3.355, -3.609], [1.979, -4.470, -1.327], [0.195, -6.096, -0.891], [-2.226, -6.596, -0.557], [-3.861, -4.710, -0.670], [-3.012, -2.419, -1.084], [-2.004, 2.915, 3.791], [-1.260, 2.013, 2.841], [-1.074, 0.666, 3.119], [-0.391, -0.193, 2.255], [-0.369, -1.660, 2.520], [-0.187, -2.483, 1.640], [-0.614, -2.144, 3.919], [-1.901, -2.221, 4.442], [-2.102, -2.726, 5.718], [-1.020, -3.147, 6.478], [0.264, -3.074, 5.955], [0.468, -2.579, 4.676], [0.226, 0.350, 1.093], [1.063, -0.341, 0.376], [-0.063, 1.701, 0.755], [-0.767, 2.506, 1.637], [0.292, 2.194, -0.591], [0.274, 1.357, -1.558], [0.603, 1.686, -2.933], [-0.636, 1.515, -3.807], [-1.749, -0.250, -3.307], [-3.049, 0.769, -1.999], [-3.912, 1.724, -2.527], [-4.726, 2.465, -1.682], [-4.690, 2.245, -0.312], [-3.839, 1.283, 0.213], [-3.022, 0.542, -0.630], [0.571, 3.648, -0.750], [-0.266, 4.448, -1.522], [-0.010, 5.807, -1.644], [1.086, 6.366, -1.004], [1.919, 5.571, -0.228], [1.656, 4.217, -0.089], [-2.307, 2.379, 4.689], [-2.903, 3.325, 3.326], [-1.385, 3.759, 4.099], [-1.480, 0.265, 4.039], [-2.749, -1.900, 3.847], [-3.104, -2.791, 6.120], [-1.177, -3.536, 7.475], [1.108, -3.406, 6.544], [1.468, -2.529, 4.263], [-0.954, 3.541, 1.371], [1.375, 0.981, -3.253], [1.000, 2.697, -3.051], [-0.390, 1.471, -4.866], [-1.349, 2.324, -3.647], [-3.957, 1.896, -3.596], [-5.393, 3.210, -2.096], [-5.325, 2.824, 0.345], [-3.797, 1.114, 1.281], [-2.336, -0.174, -0.193], [-1.132, 4.010, -2.006], [-0.669, 6.429, -2.236], [1.288, 7.425, -1.102], [2.770, 6.009, 0.277], [2.291, 3.597, 0.533]],
  "s_squared": 2.02,
  "spin_multiplicity": 3,
  "charge": 1,
  "homo_energy_ha": [-0.3750, -0.3824],
  "lumo_ha": [-0.127, -0.157],
  "relative_energy_kcal_mol": 8.0,
  "homo_lumo_gap_ev": [6.7, 6.1]
}


# 5
{
  "formula": "C42H35AsF6N9O2S2W",
  "method": "the ωB97M-V functional and the def2-TZVPD basis",
  "symbols": ["W", "C", "C", "C", "C", "N", "C", "N", "C", "N", "C", "N", "C", "C", "C", "C", "C", "N", "C", "C", "C", "C", "C", "C", "H", "H", "H", "H", "H", "H", "H", "H", "H", "H", "H", "H", "S", "C", "N", "C", "C", "N", "C", "C", "C", "C", "C", "C", "C", "C", "S", "C", "C", "C", "C", "C", "C", "C", "H", "H", "H", "H", "H", "H", "H", "H", "H", "H", "H", "H", "H", "H", "H", "H", "H", "H", "O", "N", "N", "O", "C", "C", "C", "C", "C", "C", "H", "H", "H", "H", "H", "F", "As", "F", "F", "F", "F", "F"],
  "positions_angstrom": [[-0.900, 0.209, -0.637], [3.382, -0.612, -1.768], [4.044, 0.610, -1.870], [3.300, 1.750, -1.730], [1.926, 1.688, -1.458], [1.301, 0.498, -1.243], [2.046, -0.619, -1.474], [1.304, 2.902, -1.499], [0.115, 3.129, -1.115], [-0.767, 2.268, -0.444], [-1.878, 3.032, -0.066], [-2.859, 2.712, 0.687], [-3.003, 1.515, 1.326], [-3.989, 1.505, 2.325], [-4.237, 0.379, 3.062], [-3.492, -0.768, 2.785], [-2.552, -0.722, 1.795], [-2.283, 0.393, 1.055], [-1.752, 4.374, -0.635], [-2.606, 5.461, -0.584], [-2.182, 6.619, -1.223], [-0.945, 6.681, -1.867], [-0.087, 5.588, -1.896], [-0.526, 4.436, -1.272], [3.869, -1.558, -1.959], [5.100, 0.662, -2.098], [3.718, 2.735, -1.871], [1.529, -1.561, -1.466], [-4.531, 2.427, 2.474], [-4.996, 0.380, 3.834], [-3.650, -1.696, 3.315], [-1.989, -1.603, 1.544], [-3.556, 5.404, -0.071], [-2.817, 7.494, -1.220], [-0.652, 7.603, -2.352], [0.874, 5.629, -2.389], [0.543, 0.664, 1.407], [1.531, -0.719, 1.653], [2.727, -0.513, 2.307], [3.757, -1.512, 2.052], [3.149, -2.900, 2.161], [2.020, -3.017, 1.240], [1.835, -4.292, 0.503], [2.457, -4.229, -0.873], [1.664, -4.097, -2.008], [2.246, -3.978, -3.264], [3.626, -4.017, -3.394], [4.425, -4.188, -2.269], [3.842, -4.290, -1.015], [1.239, -1.958, 1.043], [-0.179, -2.096, 0.069], [2.884, 0.391, 3.453], [2.745, -0.440, 4.710], [3.863, -0.741, 5.480], [3.730, -1.532, 6.612], [2.485, -2.030, 6.969], [1.366, -1.731, 6.201], [1.496, -0.941, 5.069], [4.564, -1.380, 2.767], [4.129, -1.351, 1.036], [2.823, -3.100, 3.186], [3.899, -3.638, 1.888], [0.769, -4.510, 0.449], [2.296, -5.067, 1.114], [0.586, -4.086, -1.916], [1.619, -3.862, -4.138], [4.080, -3.938, -4.373], [5.500, -4.259, -2.373], [4.478, -4.458, -0.152], [2.132, 1.174, 3.388], [3.873, 0.843, 3.386], [4.833, -0.337, 5.213], [4.597, -1.751, 7.220], [2.383, -2.643, 7.854], [0.394, -2.107, 6.490], [0.620, -0.700, 4.475], [-2.294, -1.285, -1.040], [-3.498, -1.004, -1.453], [-3.610, 0.205, -1.716], [-2.550, 0.972, -1.579], [-4.837, 0.816, -2.159], [-4.798, 2.141, -2.557], [-5.981, 2.726, -2.981], [-7.158, 1.993, -3.003], [-7.165, 0.661, -2.602], [-5.998, 0.055, -2.174], [-3.871, 2.694, -2.552], [-5.977, 3.758, -3.306], [-8.075, 2.457, -3.339], [-8.082, 0.091, -2.626], [-5.989, -0.981, -1.865], [-0.544, 1.259, -3.098], [-0.489, -0.117, -4.211], [-0.619, 0.869, -5.577], [-0.400, -1.614, -5.009], [1.229, -0.023, -4.156], [-0.383, -1.021, -2.574], [-2.197, -0.260, -4.035]],
  "s_squared": 3.77,
  "spin_multiplicity": 4,
  "charge": 2,
  "homo_energy_ha": [-0.4834, -0.4943],
  "lumo_ha": [-0.234, -0.338],
  "relative_energy_kcal_mol": 20.0,
  "homo_lumo_gap_ev": [6.8, 4.3]
}